12
Properties=species:S:1:pos:R:3 method="wB97M-V/def2-TZVPD" homo_energy_ev="-5.644 / -9.334" total_charge=0 spin_multiplicity=3 orbital_gap_ev="6.4 / 6.9" total_energy_ha=-562.424373 de_lowest_kcal_mol=10.4
C 0.604 -1.356 -0.859
C -0.278 2.477 -1.385
C 0.135 0.115 1.111
C 1.049 -0.579 0.052
N 0.112 -1.951 -1.795
N -0.581 2.753 -0.323
I 3.026 0.148 -0.014
H 0.060 2.254 -2.371
H -0.317 0.952 0.700
H -0.600 -0.472 1.681
H 0.717 0.554 1.990
H -0.098 -2.918 -1.904

8
Properties=species:S:1:pos:R:3 method="wB97M-V/def2-TZVPD" homo_energy_ev="-9.023 / -8.080" total_charge=0 spin_multiplicity=1 orbital_gap_ev="7.8 / 6.1" total_energy_ha=-1020.314555 de_lowest_kcal_mol=48.8
C 0.359 -0.615 0.157
N 0.366 -1.452 -0.758
N -0.183 0.660 -0.149
O -0.314 2.389 1.824
S -0.244 -1.553 -2.235
S -0.506 2.279 0.377
H 0.859 -0.646 1.159
H -0.267 0.494 -1.180

47
Properties=species:S:1:pos:R:3 method="wB97M-V/def2-TZVPD" homo_energy_ev=-8.104 total_charge=0 spin_multiplicity=1 orbital_gap_ev=8.1 total_energy_ha=-1164.723646 de_lowest_kcal_mol=67.4 smiles="COc1ccc(OC)c(/C=C/C(=O)NCCc2nc3ccccc3[nH]2)c1"
C -5.709 -2.309 -0.613
O -5.772 -0.906 -0.667
C -4.656 -0.192 -0.341
C -4.784 1.196 -0.387
C -3.720 2.015 -0.070
C -2.495 1.473 0.304
O -1.389 2.203 0.607
C -1.484 3.606 0.638
C -2.351 0.072 0.354
C -1.077 -0.483 0.764
C -0.603 -1.704 0.490
C 0.751 -2.080 0.943
O 1.345 -1.521 1.841
N 1.300 -3.117 0.237
C 2.711 -3.405 0.301
C 3.485 -2.719 -0.843
C 3.426 -1.239 -0.704
N 4.394 -0.500 -0.255
C 3.910 0.784 -0.228
C 4.513 1.970 0.170
C 3.764 3.126 0.092
C 2.444 3.118 -0.364
C 1.824 1.952 -0.766
C 2.575 0.791 -0.695
N 2.303 -0.515 -1.014
C -3.438 -0.740 0.027
H -4.972 -2.707 -1.319
H -6.700 -2.660 -0.896
H -5.475 -2.664 0.396
H -5.736 1.616 -0.671
H -3.858 3.084 -0.116
H -0.499 3.954 0.948
H -1.719 4.016 -0.350
H -2.232 3.945 1.361
H -0.431 0.185 1.320
H -1.150 -2.422 -0.106
H 0.791 -3.496 -0.546
H 3.068 -3.025 1.260
H 2.863 -4.487 0.254
H 3.065 -3.026 -1.805
H 4.530 -3.022 -0.797
H 5.530 1.975 0.529
H 4.203 4.065 0.395
H 1.898 4.049 -0.404
H 0.800 1.940 -1.106
H 1.419 -0.868 -1.339
H -3.311 -1.808 0.098

24
Properties=species:S:1:pos:R:3 method="wB97M-V/def2-TZVPD" homo_energy_ev="-6.947 / -6.951" total_charge=0 spin_multiplicity=1 orbital_gap_ev="6.5 / 6.5" total_energy_ha=-683.957622 de_lowest_kcal_mol=164.2 smiles="C/C(=C/O)Nc1cccc([N+](=O)[O-])c1"
C 2.251 -1.094 -0.832
C 0.931 -0.920 -1.462
C 0.563 -2.064 -2.603
O -0.597 -1.853 -3.334
N -0.090 -0.026 -1.316
C -0.559 0.412 -0.172
C -1.470 1.545 -0.277
C -1.918 2.232 0.821
C -1.406 1.918 2.071
C -0.446 0.863 2.200
N 0.135 0.574 3.471
O -0.305 1.177 4.407
O 1.069 -0.242 3.442
C -0.095 0.020 1.087
H 2.307 -2.108 -0.437
H 3.182 -0.988 -1.575
H 2.317 -0.390 -0.107
H 1.288 -2.861 -2.957
H -0.732 -2.537 -3.960
H -0.807 -0.196 -2.053
H -1.805 1.907 -1.242
H -2.740 2.869 0.767
H -1.643 2.595 2.925
H 0.571 -0.831 1.135

14
Properties=species:S:1:pos:R:3 method="wB97M-V/def2-TZVPD" homo_energy_ev=-9.012 total_charge=0 spin_multiplicity=1 orbital_gap_ev=10.1 total_energy_ha=-307.600053 de_lowest_kcal_mol=70.5
C 1.852 0.122 -0.234
O 0.585 -0.427 0.126
C -0.241 -0.685 -0.938
C -1.530 -0.988 -0.785
C -0.546 2.249 0.577
O -1.677 2.265 0.681
H 2.439 0.176 0.684
H 2.354 -0.526 -0.961
H 1.764 1.136 -0.648
H 0.245 -0.652 -1.919
H -2.140 -1.267 -1.643
H -1.974 -1.057 0.206
H -0.666 -0.320 2.188
H -0.829 -0.090 2.870

92
Properties=species:S:1:pos:R:3 method="wB97M-V/def2-TZVPD" homo_energy_ev=-12.031 total_charge=+1 spin_multiplicity=1 orbital_gap_ev=8.3 total_energy_ha=-3879.117029
C 1.342 -0.868 -1.119
C -0.128 -0.315 -0.555
C -0.639 0.815 -1.626
P -2.304 0.331 -2.516
C -2.469 1.629 -3.959
B -2.179 -1.398 -3.351
C -2.321 -1.652 -4.970
O -1.972 -2.599 -2.467
C -3.767 0.425 -1.283
I -3.913 2.575 -0.702
C -5.230 0.042 -1.919
C -5.543 -1.566 -2.017
H 2.074 0.074 -1.114
H 1.711 -1.733 -0.409
H 1.277 -1.209 -2.249
H 0.139 0.265 0.452
H -0.893 -1.179 -0.362
H -0.805 1.851 -1.086
H 0.205 0.930 -2.460
H -2.128 2.672 -3.533
H -3.533 1.633 -4.446
H -1.695 1.266 -4.775
H -2.234 -2.798 -5.209
H -1.557 -0.972 -5.539
H -3.437 -1.343 -5.260
H -2.808 -2.718 -1.900
H -3.530 -0.138 -0.278
H -5.423 0.606 -2.950
H -6.045 0.494 -1.173
H -5.294 -1.956 -3.117
H -4.873 -2.174 -1.252
H -6.686 -1.787 -1.855
C 5.272 -2.637 3.018
C 4.555 -2.069 4.242
C 3.730 -0.870 3.775
S 3.324 -1.180 2.063
O 3.986 -0.186 1.245
O 1.905 -1.456 1.952
C 4.219 -2.715 1.922
H 5.712 -3.617 3.223
H 6.080 -1.960 2.715
H 3.891 -2.833 4.663
H 5.262 -1.780 5.026
H 2.809 -0.766 4.354
H 4.308 0.057 3.824
H 4.646 -2.808 0.922
H 3.515 -3.531 2.110
C -6.916 6.025 -1.356
C -8.403 6.164 -1.675
C -8.544 6.210 -3.196
S -7.157 5.297 -3.854
O -6.304 6.214 -4.580
O -7.635 4.058 -4.435
C -6.394 4.938 -2.284
H -6.747 5.771 -0.305
H -6.403 6.972 -1.562
H -8.943 5.294 -1.281
H -8.835 7.056 -1.211
H -9.476 5.746 -3.528
H -8.484 7.235 -3.572
H -5.308 4.945 -2.386
H -6.737 3.949 -1.964
C 4.394 -4.226 9.460
C 2.907 -4.088 9.141
C 2.766 -4.041 7.621
S 4.153 -4.955 6.962
O 5.006 -4.037 6.237
O 3.675 -6.194 6.382
C 4.916 -5.313 8.532
H 4.563 -4.480 10.511
H 4.907 -3.279 9.254
H 2.367 -4.957 9.535
H 2.475 -3.196 9.605
H 1.834 -4.505 7.288
H 2.826 -3.016 7.245
H 6.002 -5.307 8.430
H 4.573 -6.302 8.853
C 5.310 1.074 -4.744
C 5.244 0.578 -3.301
C 4.417 1.587 -2.506
S 3.289 2.337 -3.671
O 3.629 3.738 -3.805
O 1.940 1.889 -3.385
C 3.887 1.471 -5.109
H 5.700 0.308 -5.420
H 5.971 1.947 -4.805
H 4.754 -0.403 -3.275
H 6.242 0.457 -2.868
H 3.846 1.101 -1.710
H 5.045 2.377 -2.086
H 3.834 2.120 -5.985
H 3.257 0.588 -5.255